(1)
53
Properties=species:S:1:pos:R:3:forces:R:3 method="wB97M-V/def2-TZVPD" orbital_gap_ev=3.12 largest_force_ev_per_a=4.4 homo_ev=-4.9
N 1.432 -3.720 2.753 -2.3 0.1 -0.2
P 0.111 -4.266 1.709 1.4 -0.5 -1.4
O 0.153 -3.328 0.257 0.3 -0.6 3.0
C -1.597 -3.989 2.585 0.5 2.6 -0.5
N -2.411 -5.212 2.232 0.5 0.7 0.5
C -3.775 -5.083 2.854 -1.1 -1.0 1.5
C -4.194 -3.586 3.254 -1.3 0.1 -1.2
I -3.773 -3.115 5.377 0.0 -0.3 -0.8
O -3.731 -2.562 2.363 0.5 -1.9 0.9
C -2.349 -2.730 1.961 1.1 0.2 -0.5
C -1.445 -1.410 2.194 0.1 0.7 -1.1
C -2.251 -0.162 2.761 -1.4 0.0 3.2
O -2.779 -0.137 3.880 2.0 -0.4 -3.9
Br -2.385 1.482 1.644 0.3 -1.4 0.5
H 1.432 -4.389 3.547 0.3 0.5 -0.7
H 1.260 -2.784 3.148 0.4 -0.4 -0.2
H 0.830 -2.616 0.334 -0.5 -0.2 -0.3
H -1.379 -3.920 3.701 -0.7 -0.3 -1.4
H -1.887 -6.034 2.582 -0.5 0.2 -0.4
H -2.448 -5.267 1.198 0.0 -0.1 0.6
H -3.743 -5.684 3.836 -0.1 0.9 -1.5
H -4.512 -5.626 2.181 0.8 1.1 0.7
H -5.342 -3.559 3.194 1.9 0.1 0.2
H -2.365 -2.882 0.817 0.0 0.1 1.7
H -1.016 -1.089 1.176 -0.6 -0.5 1.5
H -0.543 -1.624 2.861 -1.5 0.4 -0.5
C 5.046 3.679 -2.620 -0.1 0.2 -0.1
Si 3.156 3.718 -2.716 -0.5 -2.2 1.3
C 2.724 3.764 -4.547 0.2 0.5 -0.3
C 2.625 5.343 -1.929 0.2 0.5 -0.3
N 2.505 2.338 -1.909 -1.3 0.8 -0.5
Si 0.804 2.083 -1.819 3.2 0.6 -0.2
C 0.003 1.870 -3.508 -0.7 -0.2 0.1
C -0.097 3.452 -0.891 -0.7 -0.2 0.1
C 0.452 0.481 -0.867 -0.5 -0.4 0.2
H 5.463 4.552 -3.129 0.1 0.0 0.0
H 5.382 3.697 -1.581 0.0 -0.1 0.0
H 5.441 2.781 -3.103 0.0 0.0 0.1
H 3.307 4.542 -5.054 0.0 0.0 -0.1
H 1.671 3.996 -4.711 0.0 0.0 0.0
H 2.953 2.808 -5.024 0.0 0.0 0.1
H 2.795 5.323 -0.850 0.0 -0.1 0.0
H 1.572 5.560 -2.115 0.0 0.0 0.0
H 3.204 6.173 -2.348 0.0 0.1 0.0
H -0.029 2.808 -4.063 0.1 0.0 0.0
H -1.034 1.528 -3.396 -0.1 0.0 -0.1
H 0.541 1.127 -4.102 0.1 0.1 0.0
H 0.383 3.655 0.070 0.1 0.0 -0.1
H -1.136 3.156 -0.696 -0.1 0.1 0.1
H -0.131 4.380 -1.463 0.1 0.0 0.0
H 0.844 0.538 0.153 0.1 0.1 0.0
H 0.897 -0.380 -1.373 0.1 0.1 -0.1
H -0.632 0.320 -0.810 0.0 -0.1 0.0

---

(2)
67
Properties=species:S:1:pos:R:3:forces:R:3 method="wB97M-V/def2-TZVPD" orbital_gap_ev=8.01 largest_force_ev_per_a=0.8 homo_ev=-11.5 charge=+1
Ir -0.473 1.351 -0.124 -0.4 0.3 0.7
N 0.756 2.532 -1.244 0.0 0.0 0.1
C -0.081 3.579 -1.896 -0.3 -0.2 -0.1
C -1.477 3.003 -2.248 0.1 0.1 0.1
O -2.137 3.493 -3.122 0.1 0.0 0.0
O -1.859 1.991 -1.496 0.4 0.0 -0.2
H 1.520 2.938 -0.708 0.0 0.0 0.0
H 1.182 1.940 -1.952 0.1 0.0 0.0
H 0.399 3.967 -2.791 0.0 0.0 0.0
H -0.217 4.395 -1.186 0.0 0.0 0.0
C -1.142 -0.649 -2.946 0.0 0.1 -0.1
C 0.007 -0.941 -2.053 0.0 -0.1 0.0
N 0.373 -0.254 -0.972 -0.1 -0.2 -0.6
C 1.481 -0.871 -0.418 0.1 -0.1 -0.1
C 1.791 -1.941 -1.186 0.0 0.2 0.1
N 0.862 -1.973 -2.203 0.0 0.0 0.0
C 0.839 -3.004 -3.246 -0.1 0.0 0.0
N 0.773 -4.307 -2.681 0.0 0.0 0.0
N 1.939 -4.957 -2.393 0.0 0.0 0.0
N 1.682 -6.018 -1.748 0.0 0.0 0.0
C 0.315 -6.107 -1.561 0.0 0.0 0.0
C -0.451 -7.083 -0.919 0.0 0.0 0.0
C -1.811 -6.888 -0.888 0.0 0.0 0.0
C -2.406 -5.756 -1.483 0.0 0.0 0.0
C -1.664 -4.790 -2.124 0.0 0.0 0.0
C -0.283 -4.995 -2.149 0.0 0.0 0.0
H -1.786 0.107 -2.502 0.0 -0.1 0.0
H -1.721 -1.551 -3.135 0.0 0.0 0.0
H -0.800 -0.258 -3.908 0.0 0.0 0.0
H 1.923 -0.497 0.487 0.1 0.0 0.0
H 2.564 -2.685 -1.103 0.0 0.0 0.0
H 1.756 -2.934 -3.828 0.0 0.0 0.0
H -0.017 -2.827 -3.892 0.0 0.0 0.0
H 0.017 -7.949 -0.472 0.0 0.0 0.0
H -2.446 -7.616 -0.403 0.0 0.0 0.0
H -3.482 -5.650 -1.439 0.0 0.0 0.0
H -2.137 -3.935 -2.590 0.0 0.0 0.0
C 2.969 2.140 3.284 0.0 0.0 0.0
C 2.570 3.185 2.238 0.1 0.0 0.0
C 3.222 2.885 0.890 0.0 -0.1 0.0
C 1.067 3.351 2.209 -0.1 0.2 0.0
C 0.503 4.564 2.549 0.1 -0.1 -0.1
C -0.877 4.730 2.687 -0.2 0.0 0.0
C -1.714 3.648 2.570 0.0 0.1 0.0
C -1.202 2.378 2.260 0.0 0.1 -0.3
C -2.090 1.157 2.410 -0.1 0.0 0.4
C -2.370 0.512 1.081 -0.2 -0.4 -0.4
C -1.553 0.167 3.447 0.0 0.1 0.0
C 0.188 2.250 2.004 0.3 -0.2 -0.1
O 0.653 1.072 1.544 0.1 0.2 0.1
H 4.054 2.096 3.380 0.0 0.0 0.0
H 2.606 1.150 3.002 0.0 0.0 0.0
H 2.552 2.389 4.260 0.0 0.0 0.0
H 2.968 4.151 2.562 0.0 0.0 0.0
H 2.905 1.914 0.499 0.0 0.0 0.0
H 4.307 2.855 0.996 0.0 0.0 0.0
H 3.007 3.680 0.169 0.0 0.0 0.0
H 1.155 5.411 2.725 0.0 0.0 0.0
H -1.278 5.704 2.937 0.0 0.0 0.0
H -2.774 3.755 2.763 0.0 0.0 0.0
H -3.060 1.513 2.768 0.0 0.1 0.0
H -1.464 -0.010 0.565 -0.1 0.1 0.3
H -2.935 1.150 0.404 -0.1 -0.1 0.0
H -2.922 -0.426 1.194 0.0 0.0 0.0
H -0.611 -0.269 3.120 0.0 0.0 0.0
H -2.277 -0.633 3.609 0.0 0.0 0.0
H -1.389 0.669 4.400 0.0 0.0 0.0

---

(3)
53
Properties=species:S:1:pos:R:3:forces:R:3 method="wB97M-V/def2-TZVPD" orbital_gap_ev="7.51 / 3.92" largest_force_ev_per_a=2.5 spin_multiplicity=5 homo_ev="-14.1 / -14.3" charge=+2
Co -0.825 0.871 1.422 0.2 -0.2 -0.1
Cl -2.809 0.642 2.093 -0.3 0.0 0.1
P 0.355 0.711 -0.540 0.9 1.1 -2.0
C -0.243 0.024 -2.148 -0.5 -0.6 0.2
C 0.615 -0.323 -3.214 0.1 0.4 0.4
C 0.082 -0.702 -4.446 -0.2 -0.1 0.1
C -1.303 -0.826 -4.604 0.2 0.1 0.2
C -2.155 -0.579 -3.523 0.1 -0.1 0.1
C -1.631 -0.177 -2.295 0.4 0.1 -0.1
C -0.318 2.456 -0.454 0.3 -0.2 0.4
C 0.150 3.251 0.641 -0.5 -0.4 -0.7
C -0.378 4.532 0.810 0.1 -0.1 0.3
C -1.359 5.009 -0.051 -0.1 0.0 -0.1
C -1.818 4.223 -1.108 0.1 0.0 0.0
C -1.278 2.961 -1.337 -0.2 -0.1 0.2
C 2.130 1.062 -0.853 0.1 -0.2 0.7
C 3.110 0.464 -0.043 -0.3 0.2 -0.3
C 4.454 0.735 -0.289 0.3 0.1 -0.1
C 4.822 1.600 -1.328 -0.3 -0.1 0.1
C 3.842 2.210 -2.119 -0.1 -0.1 0.1
C 2.498 1.953 -1.877 -0.2 -0.2 0.3
H 0.994 2.918 1.262 -0.3 0.0 -0.2
H -0.021 5.151 1.631 -0.1 -0.1 -0.2
H -1.766 6.008 0.089 0.1 -0.2 0.0
H -2.607 4.594 -1.754 0.2 0.0 0.0
H -1.612 2.363 -2.190 0.1 0.2 0.4
H 1.701 -0.272 -3.080 -0.5 0.1 -0.1
H 0.751 -0.906 -5.287 -0.2 0.0 0.4
H -1.714 -1.125 -5.566 0.1 0.1 0.2
H -3.232 -0.696 -3.634 0.3 0.0 0.0
H -2.300 0.010 -1.451 0.1 0.0 -0.2
H 2.808 -0.206 0.769 0.2 0.2 -0.3
H 5.229 0.266 0.322 -0.3 0.2 -0.2
H 5.873 1.801 -1.532 -0.2 -0.1 0.1
H 4.114 2.881 -2.933 0.0 -0.2 0.3
H 1.720 2.432 -2.472 0.2 -0.1 0.1
H 0.993 -3.117 -0.989 -0.2 0.0 -0.1
H 1.566 -3.064 -0.528 0.1 0.0 0.1
N 0.072 -2.473 4.621 0.6 0.1 0.0
C 0.467 -1.523 3.735 -1.6 -1.9 0.5
N -0.237 -1.645 2.614 -0.5 -0.3 -0.9
C -1.064 -2.761 2.753 1.0 1.7 0.7
C -2.100 -3.255 1.929 0.0 0.1 -0.1
C -2.940 -4.250 2.470 -0.1 -0.5 0.8
C -2.759 -4.740 3.783 -0.9 0.1 -1.8
C -1.713 -4.248 4.593 0.9 0.5 0.1
C -0.887 -3.283 4.029 0.1 0.3 0.6
H 0.452 -2.609 5.545 0.1 0.1 0.1
H 1.223 -0.799 3.966 0.1 0.2 0.0
H -2.200 -2.831 0.930 -0.3 -0.3 0.2
H -3.748 -4.644 1.856 0.2 0.1 0.2
H -3.451 -5.497 4.167 0.4 0.3 -0.1
H -1.556 -4.578 5.613 -0.2 -0.1 0.0